Run P
19
Properties=species:S:1:pos:R:3:mulliken_charge:R:1 method="wB97M-V/def2-TZVPD" homo_energy_ev=-8.2 mol_weight_g_mol=126.15 total_charge=0 lumo_ev=0.61
O 0.0326 2.2160 -1.5954 -0.502
O -2.0568 1.6955 0.2011 -0.525
C -1.2866 0.6929 -0.3195 0.200
C 0.0352 1.0457 -0.8872 0.992
C 0.0236 -0.5126 1.6320 -1.309
C 1.1589 -0.7122 0.3801 0.588
C 1.1417 0.3255 -0.6079 -0.769
C -1.8687 -0.4008 -0.8568 -0.953
C 1.8362 -1.8460 0.3352 -1.011
H 2.4107 -2.1341 -0.5319 0.298
H 1.8321 -2.5420 1.1619 0.298
H -0.1905 0.4755 2.0313 0.337
H 0.5542 -0.9794 2.4567 0.485
H -0.8461 -1.1199 1.4123 0.306
H 2.1006 0.6579 -0.9924 0.265
H -1.2721 -1.2404 -1.1623 0.331
H -1.5671 2.5278 0.1573 0.345
H -2.9395 -0.5128 -0.8292 0.293
H 0.9018 2.3634 -1.9854 0.332


Run Q
19
Properties=species:S:1:pos:R:3:mulliken_charge:R:1 method="wB97M-V/def2-TZVPD" homo_energy_ev=-9.3 mol_weight_g_mol=126.15 total_charge=0 lumo_ev=0.21
O -2.3941 -0.7138 -1.4783 -0.555
O -1.1459 -2.9470 0.2236 -0.452
C -0.6805 -2.1956 -0.6167 -0.020
C -0.2127 -0.3949 1.8595 -1.501
C -1.3328 -0.8260 -0.8963 0.223
C -0.0443 1.1036 -1.7924 -1.465
C 0.2850 0.2802 0.6018 1.132
C 1.4354 1.2212 0.8729 -1.537
C -0.3783 0.2710 -0.5872 0.511
H 0.1320 -2.4507 -1.3120 0.347
H 0.4635 -1.2085 2.1397 0.345
H -1.2232 -0.7975 1.7581 0.410
H 1.9336 1.5715 -0.0341 0.403
H 1.0912 2.0997 1.4288 0.323
H -0.2430 0.3186 2.6907 0.387
H -0.9437 1.3164 -2.3794 0.389
H 2.1937 0.7159 1.4811 0.383
H 0.4030 2.0624 -1.5185 0.384
H 0.6611 0.5736 -2.4413 0.294


run Q wins, 141.0 kJ/mol ahead of the next structure.